A cluster of 2 separate species, C4H8Cl2Si in total at a distorted geometry. Source: OMol25; level of theory: ωB97M-V/def2-TZVPD.

XYZ file:
```
15
C4H8Cl2Si ωB97M-V/def2-TZVPD
C -0.476 0.610 1.075
C 0.540 -0.357 0.428
C 0.432 -1.752 1.030
C 1.589 0.302 -0.090
Si -2.143 2.036 -2.834
Cl -0.405 1.582 -3.900
Cl -2.663 0.269 -2.043
H -0.950 0.217 2.058
H -1.192 0.651 0.337
H 1.051 -1.826 1.999
H -0.611 -2.024 1.179
H 0.880 -2.371 0.291
H 1.630 1.395 -0.215
H 2.332 -0.287 -0.596
H -0.013 1.556 1.280
```

The net charge is 0. The calculation puts the energy above the lowest of the compared OMol25 structures with the same formula, charge and spin at 238.1 kJ/mol. The HOMO-LUMO gap is 8.499 eV. As for the maximum force: 4.38 eV Å⁻¹.